No. 1
C21H31ClCoN2O3 | ωB97M-V/def2-TZVPD

As for the maximum force: 2.50 eV Å⁻¹. As for the expectation value of S²: 6.014. For the total energy, the calculation gives -81551.8630 eV. For the energy above the lowest of the compared OMol25 structures with the same formula, charge and spin, the calculation gives 0.0 kcal/mol. The HOMO-LUMO gap (spin up / spin down) is 2.062 / 6.822 eV.

```
! RIJCOSX wB97M-V def2-TZVPD def2/J DEFGRID3
* xyz -1 5
Co 1.14660 0.68969 -0.79838
Cl 2.83735 1.96786 -1.34553
N 0.83832 -0.35292 1.82807
N -0.52275 1.21873 -1.91329
C 1.85756 -1.16441 1.86827
C -0.72499 0.51064 -2.99450
C 0.40451 -0.12915 3.21998
C 1.56991 -0.70958 4.03830
C -0.87253 -0.89012 3.53038
C 0.20570 1.34974 3.46908
H -0.72428 -1.97105 3.40739
H -1.69250 -0.56032 2.88579
H -1.14967 -0.70126 4.57370
H 1.16965 1.86534 3.41412
H -0.21673 1.49450 4.46976
H -0.47331 1.78482 2.72701
C -1.65064 2.15888 -1.76654
C -2.50631 1.86579 -2.99499
C -1.16945 3.59059 -1.80172
C -2.36184 1.86529 -0.46496
H -2.69711 0.82061 -0.45437
H -3.23241 2.52359 -0.37347
H -1.68175 2.04710 0.37534
H -0.61854 3.76299 -2.73386
H -0.52057 3.79435 -0.93990
H -2.04279 4.25531 -1.77536
O -1.83918 0.75421 -3.66307
H -2.54378 2.69741 -3.71185
H -3.53150 1.54241 -2.76602
O 2.34625 -1.47184 3.07304
H 1.26207 -1.39917 4.83521
H 2.21172 0.07829 4.45824
C 2.48614 -1.79445 0.66872
C 0.19603 -0.55270 -3.45144
C 0.24021 -1.52415 -2.32567
H 1.18179 -0.08124 -3.60141
H -0.16369 -0.98939 -4.38254
C 0.96560 -1.18284 -1.19547
C 1.38834 -2.13606 -0.29063
H 1.65149 3.08199 -0.15415
C 0.72453 -3.37854 -0.28890
C -0.21292 -3.64698 -1.28403
C 1.00704 -4.36610 0.79776
C -0.46528 -2.73434 -2.30963
H -0.74469 -4.59705 -1.28437
C -1.50230 -2.99666 -3.35785
H -2.04726 -3.91329 -3.11753
H -1.05651 -3.12361 -4.35470
H -2.22864 -2.17327 -3.41927
H 2.07027 -4.64881 0.82253
H 0.41259 -5.27370 0.64962
H 0.74707 -3.95995 1.78793
H 3.06905 -2.66598 0.97938
H 3.14943 -1.03925 0.21883
C 1.23306 4.11356 1.48501
O 0.83777 3.31823 0.37595
H 0.32504 4.39011 2.03699
H 1.75203 5.02884 1.16204
H 1.90680 3.55731 2.15699
*
```

=====

No. 2
C21H31F5P2Pt | ωB97M-V/def2-TZVPD

As for the maximum force: 8.19 eV Å⁻¹. As for the expectation value of S²: 6.012. For the total energy, the calculation gives -57667.5647 eV. For the energy above the lowest of the compared OMol25 structures with the same formula, charge and spin, the calculation gives 20.2 kcal/mol. The HOMO-LUMO gap (spin up / spin down) is 4.831 / 7.084 eV.

```
! RIJCOSX wB97M-V def2-TZVPD def2/J DEFGRID3
* xyz 2 5
P -1.99995 2.39022 1.11610
P -1.58750 -2.14915 -2.61320
C -3.75466 -0.23341 -1.10654
C -3.11737 -1.53178 -1.64504
H -2.98112 2.25726 -2.51378
H -4.27687 -0.47467 -0.16298
H -3.07414 -2.21799 -0.77971
H -3.86937 -1.95708 -2.34117
C -1.63293 -1.18819 -4.12031
H -0.81144 -1.50479 -4.77867
H -1.54075 -0.11745 -3.90094
H -2.59540 -1.36883 -4.61807
C -1.56934 -3.89971 -3.00724
H -2.25952 -4.08790 -3.83920
H -1.86181 -4.50816 -2.14165
H -0.55048 -4.18188 -3.31187
C -1.60812 4.16618 1.18196
H -0.84171 4.37222 1.93863
H -2.51343 4.72403 1.43617
H -1.24556 4.48970 0.19992
C -2.76375 1.87931 2.68973
H -2.99892 0.80742 2.65957
H -3.68935 2.44525 2.84547
H -2.08820 2.06881 3.53432
Pt -3.44218 1.95297 -0.79317
C -4.66205 0.57443 -2.06084
C -3.93927 1.72287 -2.88933
C -4.92932 2.77622 -3.41746
C -5.39789 3.76051 -2.33913
C -4.69729 3.56382 -1.00607
C -5.19603 2.58860 -0.03621
C -6.33991 1.66446 -0.35745
C -6.13073 0.81951 -1.62141
C -0.43423 1.48901 0.95128
H -4.79890 -0.15920 -2.87715
H -3.49614 1.16354 -3.72897
H -5.76951 2.28859 -3.91819
H -4.40973 3.34159 -4.19892
H -5.16219 4.77269 -2.69539
H -6.49101 3.73790 -2.21593
H -4.27047 4.48682 -0.59188
H -5.13782 2.91257 1.00836
H -7.27705 2.23037 -0.44745
H -6.48294 0.98673 0.49803
H -6.55676 -0.17566 -1.44365
H -6.68825 1.22936 -2.46998
H -0.65131 0.41403 0.89985
H 0.23901 1.69056 1.79277
H 0.04259 1.80702 0.01447
F 0.73257 -0.06351 -3.02892
C 0.94581 -0.96882 -2.02923
C -0.07089 -1.85459 -1.63909
C 0.18498 -2.62530 -0.49406
F -0.77956 -3.47587 -0.03192
C 1.40457 -2.58838 0.18464
F 1.61849 -3.36783 1.26912
C 2.43687 -1.77850 -0.30861
F 3.66733 -1.82887 0.24753
C 2.19745 -0.94800 -1.40822
F 3.18899 -0.16256 -1.89143
*
```

=====

Q: Look up the expectation value of S² of the second one.
A: 6.012

=====

Q: Which of these has the highest maximum force?
A: C21H31F5P2Pt